No. 1
C69H142N7O13 | ωB97M-V/def2-TZVPD

**HOMO level**: -0.18 eV
**Calculated total energy**: -4075.05601 Ha
**Orbital gap**: 3.683 eV
**Net charge**: -3
**Lowest unoccupied orbital energy**: 3.50 eV
**Maximum force**: 6.623 eV Å⁻¹

```
231
Properties=species:S:1:pos:R:3:lowdin_charge:R:1
O 1.673 9.439 -5.715 -0.017
O 1.191 0.099 1.612 -0.079
O -4.227 -0.021 9.090 0.013
O 1.919 0.677 -0.328 -0.084
O -0.732 -8.447 -8.243 -0.020
O 2.485 5.457 8.809 -0.133
O -9.434 2.723 -5.488 -0.006
O 11.342 -0.772 -6.512 -0.009
O 1.092 8.889 1.664 0.003
O 1.666 3.465 8.419 -0.113
O 5.969 -6.993 7.194 0.008
O -2.096 -7.227 6.073 -0.085
O -2.313 -6.018 4.320 -0.095
N 0.442 9.391 2.803 -0.088
N -5.355 -0.632 8.761 -0.137
N 1.385 8.710 -6.898 -0.113
N 11.015 -1.537 -5.365 -0.104
N 0.049 -8.696 -7.146 -0.144
N 5.309 -8.145 6.900 -0.128
N -9.938 2.914 -4.286 -0.172
C 6.955 -8.936 5.113 -0.033
C -8.070 -1.149 8.667 -0.213
C -10.139 2.288 -1.873 -0.113
C 4.580 -10.898 6.190 -0.165
C 0.598 8.677 -9.191 -0.195
C -1.603 9.363 4.089 -0.141
C 0.143 7.275 -9.072 -0.193
C 1.465 10.779 -8.208 -0.036
C 0.343 -10.990 -8.053 -0.048
C -6.474 1.434 7.856 -0.057
C 0.331 10.890 4.638 -0.165
C -7.423 -0.790 7.407 -0.140
C 5.489 -8.568 5.534 -0.497
C 0.243 -6.257 -6.778 -0.044
C 5.029 -7.512 4.529 -0.047
C 11.180 -3.564 -3.877 -0.133
C 1.071 -7.920 -5.076 -0.117
C -3.922 -7.704 4.710 -0.078
C 1.153 0.069 0.378 -0.927
C -11.761 4.319 -5.110 -0.040
C -0.046 6.844 -5.789 -0.004
C 1.789 4.473 9.157 -0.825
C 8.629 -1.726 -5.838 -0.062
C -1.218 10.719 4.722 -0.172
C -0.987 9.047 2.688 -0.511
C -10.570 4.255 -4.025 -0.449
C 13.072 -2.805 -5.382 -0.057
C 11.052 -3.950 -6.389 -0.023
C 1.101 6.612 -8.093 -0.144
C -9.585 5.385 -4.212 -0.035
C -6.318 -0.031 11.081 -0.022
C -5.964 -1.177 10.012 -0.492
C -2.709 -6.934 5.063 -0.903
C -1.112 7.503 2.645 -0.029
C 0.588 9.484 -7.911 -0.469
C 0.019 -10.146 -6.790 -0.464
C 4.450 -10.352 7.649 -0.110
C 4.830 -8.490 9.281 -0.027
C -9.319 2.051 -3.194 -0.459
C -5.014 -2.160 10.631 -0.052
C 2.416 10.800 3.564 -0.040
C -7.217 -1.947 9.692 -0.133
C 1.004 4.410 10.475 -0.071
C -6.100 0.000 7.661 -0.503
C 2.503 6.724 -6.130 -0.046
C 0.257 -0.883 -0.276 -0.080
C -0.838 9.804 -7.473 -0.019
C 9.686 -1.223 -4.837 -0.498
C -5.174 -0.008 6.469 -0.029
C 11.551 -2.895 -5.272 -0.460
C 4.541 -9.746 5.198 -0.162
C 0.909 10.732 3.272 -0.491
C -11.291 4.372 -2.651 -0.183
C 9.404 -1.843 -3.474 -0.126
C 9.335 0.288 -4.788 -0.034
C -1.338 -10.674 -6.228 -0.043
C -10.525 3.764 -1.563 -0.199
C -0.067 -7.636 -6.125 -0.483
C -9.445 0.561 -3.462 -0.052
C 6.854 -9.684 8.140 -0.034
C -7.810 2.435 -2.979 -0.016
C 1.103 -10.387 -5.649 -0.104
C 9.725 -3.351 -3.459 -0.190
C 0.432 11.948 2.411 -0.024
C 1.211 7.265 -6.687 -0.485
C -1.428 -7.445 -5.406 -0.031
C 5.381 -9.163 8.011 -0.453
C 0.968 -9.351 -4.429 -0.130
C -1.895 9.679 1.619 -0.023
H -7.740 3.509 -2.806 0.066
H -0.246 -5.962 -7.706 0.076
H -5.440 -2.760 11.434 0.086
H 7.663 -8.195 5.484 0.072
H -7.388 -1.569 6.645 0.127
H 1.043 11.402 -8.996 0.068
H 0.397 11.822 1.329 0.076
H 0.096 5.862 -5.337 0.081
H 2.000 -10.125 -6.210 0.101
H -9.681 4.428 -1.378 0.114
H -7.816 -2.026 10.600 0.115
H 7.030 -10.492 7.430 0.057
H 8.412 -2.789 -5.942 0.058
H 2.934 10.749 2.606 0.073
H -0.011 9.242 -9.896 0.117
H 8.374 -1.851 -3.117 0.130
H 11.772 -3.080 -3.099 0.110
H -7.128 0.610 10.733 0.061
H 0.546 -1.915 -0.079 0.064
H 13.461 -3.821 -5.314 0.082
H -0.050 -8.012 -8.760 0.103
H 1.583 8.669 -9.658 0.122
H -4.334 -8.441 5.399 0.047
H -2.163 7.216 2.626 0.080
H 1.077 -10.554 -8.731 0.077
H 4.736 -11.114 8.374 0.110
H -5.737 0.381 5.621 0.087
H 1.795 -9.449 -3.725 0.097
H 4.941 -7.911 3.519 0.084
H -10.431 0.481 -3.920 0.085
H -6.902 -2.911 9.294 0.124
H 8.595 -1.254 -6.820 0.084
H -0.554 -11.004 -8.673 0.069
H -1.608 10.718 5.740 0.102
H -1.372 8.874 -7.278 0.061
H -12.384 5.211 -5.047 0.067
H 0.818 10.413 5.489 0.130
H 0.594 -12.036 -7.879 0.078
H 1.428 3.551 10.995 0.054
H -4.504 0.741 9.603 0.085
H 0.071 -9.502 -3.830 0.093
H -8.405 -0.294 9.253 0.097
H 5.565 -11.287 5.932 0.090
H 2.802 9.922 4.082 0.098
H -10.202 6.270 -4.363 0.083
H -1.264 -11.758 -6.150 0.076
H -11.402 4.370 -6.138 0.066
H 9.235 0.709 -5.788 0.078
H -5.814 2.121 8.387 0.084
H -1.733 -10.250 -5.304 0.063
H 11.377 -3.485 -7.320 0.068
H -2.331 -7.339 -6.007 0.087
H -4.252 0.530 6.690 0.098
H -8.971 -1.688 8.374 0.110
H -4.768 -7.120 4.349 0.054
H 0.644 5.637 -7.922 0.121
H 10.061 -1.374 -2.740 0.123
H -8.994 5.446 -3.298 0.075
H 2.809 7.193 -5.195 0.088
H -9.288 -0.118 -2.625 0.097
H 3.222 6.758 -6.949 0.080
H -9.556 1.790 -5.680 0.100
H 5.770 -6.712 4.513 0.079
H 7.642 -8.957 7.939 0.070
H 4.599 -10.160 4.191 0.120
H 6.829 -7.289 7.501 0.073
H -0.778 -0.790 0.055 0.058
H -6.469 1.928 6.884 0.082
H -3.517 -8.300 3.892 0.059
H -8.945 5.227 -5.080 0.086
H 4.094 -6.975 4.690 0.101
H 0.228 -0.768 -1.359 0.047
H -11.296 3.721 -0.793 0.114
H 3.532 -9.332 5.225 0.125
H -11.344 5.415 -2.341 0.121
H 0.629 9.367 0.973 0.068
H -4.891 -1.037 6.249 0.099
H -1.558 -8.264 -4.698 0.053
H 2.444 5.654 -5.929 0.092
H 2.519 10.608 -8.431 0.081
H 3.864 -11.675 5.921 0.106
H 7.327 -9.793 5.675 0.042
H -1.359 -6.614 -4.704 0.085
H 0.948 12.878 2.645 0.075
H 5.314 -7.531 9.464 0.079
H -7.351 1.894 -2.152 0.088
H 13.517 -2.144 -4.639 0.081
H 13.372 -2.310 -6.306 0.071
H -1.231 9.840 0.770 0.066
H -0.560 12.267 2.730 0.057
H -4.621 -2.854 9.887 0.099
H 2.751 11.738 4.006 0.083
H -7.443 1.644 8.309 0.074
H -0.909 10.410 -6.570 0.090
H 9.522 -3.817 -2.495 0.113
H 0.968 -7.096 -4.371 0.120
H 9.108 -3.919 -4.155 0.099
H 7.140 -10.180 9.067 0.076
H -6.685 -0.326 12.064 0.071
H -2.192 -10.560 -6.896 0.075
H 3.751 -8.410 9.412 0.090
H 0.226 6.730 -10.012 0.117
H -1.196 8.706 4.857 0.122
H -1.006 6.949 -6.295 0.060
H 2.036 6.497 -8.641 0.116
H 2.632 9.483 -5.685 0.095
H 11.585 -4.900 -6.363 0.069
H -7.266 2.303 -3.913 0.077
H 10.195 0.692 -4.255 0.078
H -1.806 11.540 4.314 0.086
H 8.535 0.561 -4.099 0.094
H 1.314 -6.181 -6.969 0.073
H 9.975 -4.115 -6.439 0.056
H -1.384 10.179 -8.339 0.083
H 7.158 -9.092 4.053 0.084
H -0.823 7.112 1.670 0.083
H -4.105 -1.677 10.991 0.083
H 1.146 -11.446 -5.393 0.105
H 11.938 -0.069 -6.242 0.101
H 1.338 11.594 -7.496 0.068
H -10.968 1.621 -1.639 0.113
H 0.551 11.924 4.902 0.109
H -2.014 10.704 1.969 0.063
H -5.482 0.589 11.405 0.070
H 1.212 5.346 10.992 0.038
H -0.584 7.101 3.511 0.100
H -2.835 9.185 1.371 0.091
H -0.095 7.518 -4.934 0.076
H -8.801 0.256 -4.287 0.075
H -9.449 2.068 -1.059 0.109
H -12.393 3.444 -4.956 0.073
H -0.076 4.395 10.323 0.050
H 3.459 -9.985 7.915 0.116
H 7.619 -1.611 -5.445 0.086
H -0.872 7.302 -8.676 0.106
H -2.685 9.313 3.966 0.116
H 1.999 -7.866 -5.644 0.109
H 5.193 -9.020 10.162 0.073
H 0.160 -5.455 -6.044 0.086
H -12.313 3.995 -2.682 0.116
H 11.333 -4.642 -3.843 0.114
H -8.257 -0.197 7.031 0.114
```

---

No. 2
C69H159N5O13 | ωB97M-V/def2-TZVPD

**HOMO level**: -7.94 eV
**Calculated total energy**: -3975.92415 Ha
**Orbital gap**: 8.337 eV
**Net charge**: 0
**Lowest unoccupied orbital energy**: 0.39 eV
**Maximum force**: 3.483 eV Å⁻¹

```
246
Properties=species:S:1:pos:R:3:lowdin_charge:R:1
O 0.342 5.809 -3.841 -0.035
O -6.174 2.530 5.734 -0.002
O 3.960 1.989 -0.919 -0.080
O 0.930 2.590 3.138 -0.082
O 4.070 3.054 -3.732 -0.037
O -0.144 -5.380 -1.122 -0.009
O -7.837 3.040 -2.286 0.001
O 2.233 -0.536 3.065 -0.095
O 0.788 -3.063 3.001 -0.070
O -2.866 -1.979 -4.758 -0.055
O 1.807 -4.808 1.053 -0.031
O 1.565 2.276 0.445 -0.077
O 2.952 6.782 -2.648 -0.040
N -1.191 -5.659 -0.278 -0.147
N -6.798 3.422 -1.373 -0.083
N -5.321 1.999 4.769 -0.133
N 3.184 -4.659 1.184 -0.101
N 4.516 1.899 -4.395 -0.091
C -4.465 4.109 -0.753 -0.089
C 2.568 0.557 -3.512 -0.021
C -1.670 -0.317 -3.611 -0.040
C -5.990 3.365 1.000 -0.150
C 2.687 5.846 -0.460 -0.016
C 2.792 4.024 3.189 -0.049
C -4.868 2.363 -2.531 -0.060
C -3.944 4.074 4.567 -0.030
C 6.808 2.853 -4.285 -0.021
C -1.092 -2.176 4.004 -0.058
C -1.084 4.287 -2.977 -0.076
C 4.723 0.989 -0.232 -0.462
C -2.773 -7.334 0.665 -0.108
C -3.977 -6.371 0.628 -0.173
C -5.679 0.634 4.333 -0.452
C 0.704 0.205 -0.209 -0.035
C 5.783 0.503 -1.124 -0.057
C -3.330 2.240 6.283 -0.012
C -8.324 3.405 0.617 -0.043
C 3.277 5.658 -1.894 -0.523
C -3.728 0.207 -5.076 -0.050
C 6.029 -4.701 0.824 -0.183
C -3.286 0.513 3.360 -0.178
C -3.952 2.589 4.857 -0.451
C 1.331 3.860 3.715 -0.429
C -3.403 -4.945 0.588 -0.145
C -5.438 3.599 -1.918 -0.497
C 3.716 -3.968 -0.023 -0.432
C 3.889 -7.088 1.055 -0.008
C 2.435 1.339 -5.906 -0.017
C 1.276 3.890 5.245 -0.044
C 2.532 -0.226 5.364 -0.040
C -4.526 3.244 0.545 -0.165
C -7.177 0.652 3.772 -0.016
C 4.179 -0.381 -5.239 -0.134
C -7.066 2.864 0.010 -0.489
C 0.095 -3.081 4.204 -0.480
C -2.469 -0.645 -4.893 -0.486
C -1.776 -3.305 -0.188 -0.042
C 2.964 -2.592 -0.178 -0.019
C 4.740 5.452 -1.862 -0.067
C 3.426 0.916 -4.782 -0.428
C -0.256 4.105 -5.430 -0.041
C 0.475 1.691 -0.267 -0.448
C -4.827 0.268 3.063 -0.095
C 5.219 -3.558 0.236 -0.127
C 5.284 -0.175 -6.269 -0.176
C 3.243 -5.987 3.225 -0.039
C -2.965 -4.726 -1.970 0.002
C -1.457 -7.098 -0.221 -0.466
C 3.862 -5.727 1.880 -0.489
C -1.720 -7.729 -1.602 -0.038
C -3.062 1.971 3.716 -0.131
C -0.260 -7.713 0.463 -0.042
C -2.278 -4.741 -0.516 -0.440
C 3.768 -2.067 4.091 -0.030
C -5.385 -0.397 5.417 -0.030
C 5.368 -5.300 2.083 -0.121
C 5.327 1.627 1.034 -0.014
C 3.285 -0.555 4.051 -0.369
C 6.353 0.757 -5.650 -0.120
C 3.691 -4.843 -1.289 -0.022
C -7.051 1.335 0.087 -0.028
C 5.770 2.143 -5.211 -0.465
C -5.511 4.628 -3.027 -0.038
C 5.499 3.056 -6.407 -0.031
C -0.772 2.077 0.508 -0.045
C -0.383 -4.527 4.525 -0.029
C 0.022 4.434 -3.977 -0.492
H -2.941 4.486 4.456 0.090
H -3.988 2.453 7.125 0.068
H 0.738 -2.835 5.050 0.129
H -6.033 5.535 -2.724 0.092
H 2.315 0.840 5.442 0.052
H 3.118 -5.090 3.832 0.071
H 4.990 0.270 -7.219 0.100
H 1.865 3.026 5.550 0.059
H -5.442 1.975 -3.373 0.077
H 4.983 4.589 -1.242 0.076
H 3.382 -0.993 -5.662 0.115
H 6.967 2.294 -3.363 0.067
H 0.742 4.687 3.318 0.128
H -0.833 1.506 1.434 0.070
H -0.278 3.055 -5.721 0.063
H 6.210 -0.364 -0.619 0.085
H -2.991 -3.780 -2.510 0.055
H -2.778 -7.653 -1.855 0.073
H -3.500 1.273 -5.051 0.068
H -1.078 -7.515 -2.457 0.085
H -0.414 6.142 -3.351 0.073
H 6.716 0.307 -4.726 0.109
H 4.356 -5.703 -1.364 0.071
H 3.006 -0.468 6.315 0.079
H 6.058 2.381 0.741 0.086
H -6.111 0.890 -0.239 0.072
H -4.204 0.024 -6.039 0.081
H -4.737 -0.799 2.862 0.112
H 3.080 -2.856 3.786 0.046
H 3.989 0.195 -0.095 0.115
H -1.711 -8.801 -1.403 0.080
H 2.908 5.014 0.208 0.056
H 4.652 -7.096 0.277 0.059
H 5.337 0.234 -2.082 0.069
H -4.504 4.910 -3.333 0.072
H 1.537 -4.061 1.593 0.062
H -7.900 0.761 4.580 0.072
H 6.318 -5.567 0.228 0.102
H -3.460 3.937 -1.140 0.083
H -9.073 3.376 -0.175 0.081
H 4.088 -2.284 5.111 0.076
H 5.788 0.932 1.736 0.078
H -2.058 1.851 4.124 0.106
H 6.464 3.331 -6.832 0.088
H 7.803 2.937 -4.722 0.087
H 3.853 -6.652 3.837 0.090
H -7.401 1.464 3.080 0.052
H 0.564 -7.969 -0.203 0.080
H -2.071 -2.517 -4.749 0.089
H -2.680 -2.703 -0.095 0.077
H -2.539 -7.673 1.674 0.107
H -1.233 4.552 -5.614 0.085
H -2.138 -0.715 -2.711 0.079
H 5.583 -3.157 -0.710 0.113
H 2.890 6.863 -0.125 0.083
H 2.398 2.240 -0.032 0.044
H 1.661 -0.033 -0.674 0.058
H 5.012 4.005 -6.182 0.083
H -0.437 -8.594 1.081 0.084
H -4.248 -4.259 0.535 0.114
H -4.452 0.077 -4.271 0.070
H 4.130 0.080 3.785 0.124
H 3.975 -4.299 -2.189 0.079
H -5.045 0.804 2.140 0.087
H 1.126 -2.165 3.015 0.048
H 1.650 4.796 5.721 0.082
H -3.994 -5.083 -1.964 0.067
H 4.699 -0.915 -4.443 0.116
H -2.908 -0.129 4.155 0.072
H 6.656 1.143 -1.250 0.085
H -4.456 5.180 -0.554 0.121
H 3.367 -1.990 -0.993 0.067
H -1.507 0.745 -3.426 0.057
H 0.440 2.045 -1.297 0.123
H 3.290 4.960 3.442 0.079
H -8.769 2.837 1.434 0.087
H 1.604 5.785 -0.571 0.070
H -4.448 -6.407 -0.354 0.088
H 3.946 -7.918 1.759 0.078
H -1.917 -2.576 3.415 0.086
H 3.378 3.236 3.662 0.072
H -3.248 -8.215 0.233 0.099
H -2.409 -5.354 -2.666 0.062
H -6.014 4.280 -3.929 0.084
H -2.410 2.791 6.479 0.072
H -2.870 -4.783 1.524 0.101
H -7.484 2.177 -2.511 0.074
H 1.897 -2.549 -0.395 0.075
H 3.695 3.595 -4.431 0.095
H -4.515 4.161 3.643 0.076
H -1.003 -4.984 3.753 0.073
H -4.055 2.269 0.419 0.095
H -5.898 -1.299 5.085 0.085
H -6.173 2.826 1.929 0.092
H -1.012 -4.614 5.410 0.077
H 0.282 3.814 5.686 0.065
H -5.991 -0.117 6.279 0.078
H -2.657 0.122 2.560 0.096
H 2.260 -6.428 3.054 0.080
H 1.849 2.226 -5.663 0.054
H -1.649 1.798 -0.076 0.075
H -1.306 -3.241 0.793 0.068
H 5.181 -2.729 0.944 0.100
H -3.128 1.176 6.410 0.065
H 4.906 2.546 -7.166 0.066
H 2.982 1.622 -6.805 0.066
H 2.671 -5.181 -1.474 0.075
H 1.975 1.428 -3.234 0.070
H 0.507 -5.166 -0.450 0.057
H 1.753 0.546 -6.213 0.087
H 5.214 5.364 -2.840 0.069
H -8.286 4.460 0.888 0.089
H -1.977 4.887 -3.152 0.076
H 0.869 -0.166 0.803 0.078
H 3.198 0.209 -2.693 0.056
H 0.830 3.800 -3.613 0.113
H 6.961 -4.307 1.229 0.106
H 5.689 -1.144 -6.559 0.110
H -0.851 3.135 0.757 0.090
H 2.783 4.850 -2.433 0.117
H 3.991 1.906 -1.875 0.042
H -0.784 4.700 -2.014 0.088
H 5.348 -4.481 2.802 0.100
H 6.422 3.829 -3.991 0.062
H 1.748 0.288 3.148 0.063
H -1.069 -2.898 -0.912 0.069
H 3.429 7.447 -2.147 0.082
H 4.537 2.108 1.610 0.059
H -1.544 3.313 -2.814 0.063
H -7.449 -0.324 3.371 0.082
H 0.459 -5.193 4.714 0.067
H -7.383 0.920 1.039 0.062
H 6.001 -6.127 2.405 0.122
H -7.792 0.948 -0.612 0.081
H -4.494 4.509 5.403 0.084
H 1.538 -0.671 5.403 0.073
H 3.203 -2.013 0.714 0.069
H -3.827 2.473 -2.835 0.072
H -5.910 2.010 6.497 0.071
H -4.734 -6.631 1.368 0.112
H 1.853 -0.249 -3.677 0.080
H -4.388 -0.668 5.765 0.076
H 0.546 4.507 -6.049 0.083
H -6.143 4.425 1.206 0.119
H 4.593 -2.250 3.403 0.055
H 7.243 0.898 -6.264 0.119
H 1.019 2.641 2.183 0.017
H -3.924 3.745 1.303 0.087
H 5.273 6.248 -1.342 0.086
H 0.214 -7.022 1.160 0.071
H -0.856 -1.179 3.630 0.071
H -4.871 1.459 -1.921 0.078
H -0.679 -0.735 -3.790 0.063
H -0.161 -0.276 -0.666 0.080
H -2.913 2.649 2.875 0.088
H -1.489 -2.007 5.005 0.082
H 2.814 3.923 2.104 0.042
H -1.891 -0.599 -5.817 0.131
H 2.961 -7.193 0.494 0.065
```

---

Look up the lowest unoccupied orbital energy of the first one. 3.50 eV

---

Look up the net charge of the first one. -3

---

Look up the HOMO level of the second one. -7.94 eV